DFT (ωB97M-V with the def2-TZVPD basis set) results for a molecular structure, FH10HfO5.

Geometry as XYZ:
```
17
Properties=species:S:1:pos:R:3
O -1.86 1.23 1.48
H 0.05 0.14 -2.15
H 1.51 0.43 -1.80
O -1.52 -1.35 0.82
H 0.84 -2.32 1.29
O 0.79 -2.16 0.35
O 1.68 1.11 -1.14
H -1.43 0.77 0.76
F 0.36 -0.02 0.10
H -1.30 1.07 2.24
Hf 1.52 1.23 0.55
O -0.84 0.38 -1.90
H -0.88 -1.05 0.17
H 0.80 -1.20 0.27
H -0.73 0.88 -1.09
H -1.40 -0.75 1.56
H 2.41 1.61 -1.50
```

Computed properties:
Energy relative to the best compared isomer or geometry (same formula, charge and spin) ... 1166.2 kJ/mol
Total charge ... +3
Highest occupied orbital energy ... -23.003 eV
Energy ... -14376.032 eV


DFT (ωB97M-V with the def2-TZVPD basis set) results for 7 unconnected molecules or ions with the total composition FH12O6.

Geometry as XYZ:
```
19
Properties=species:S:1:pos:R:3
H -1.23 0.05 -0.92
O 1.19 1.22 1.97
O 0.84 1.72 -2.10
O 2.46 -0.92 -0.63
H -2.63 -0.59 -1.08
O -1.68 0.45 1.63
O -0.67 -2.34 0.59
O -2.20 0.24 -1.24
H 1.18 1.00 -2.63
H -1.05 0.14 0.97
F 0.13 -0.01 -0.13
H 0.57 0.89 1.29
H 2.96 -0.41 0.00
H 1.55 0.40 2.33
H -1.81 1.36 1.36
H -1.49 -2.43 0.07
H 0.50 1.30 -1.28
H -0.22 -1.54 0.27
H 1.59 -0.52 -0.46
```

Computed properties:
Energy relative to the best compared isomer or geometry (same formula, charge and spin) ... 59.5 kJ/mol
Total charge ... -1
Highest occupied orbital energy ... -6.713 eV
Energy ... -15200.332 eV


DFT (ωB97M-V with the def2-TZVPD basis set) results for 8 unconnected molecules or ions with the total composition FH14O7.

Geometry as XYZ:
```
22
Properties=species:S:1:pos:R:3
H -1.74 -2.99 -5.32
O -1.24 -3.02 -4.52
F -2.58 -1.65 -2.74
O -3.31 -1.25 -0.28
O 0.34 -2.42 -1.72
H -0.94 0.12 -1.15
H -1.69 -2.41 -3.92
H -2.36 -4.62 -2.25
H -2.85 -1.38 -1.11
O -1.46 0.51 -1.83
H 0.05 -2.99 -1.02
H -2.65 -3.07 -1.96
H -3.21 -0.34 -0.03
H -1.74 -0.29 -2.25
H -3.66 -0.37 -3.03
O -2.66 -3.97 -1.54
O -4.10 0.50 -2.98
H -3.83 -2.57 -3.36
O -4.71 -2.96 -3.40
H -3.29 0.99 -2.79
H 0.14 -2.80 -2.56
H -4.74 -3.54 -2.67
```

Computed properties:
Energy relative to the best compared isomer or geometry (same formula, charge and spin) ... 32.5 kJ/mol
Total charge ... -1
Highest occupied orbital energy ... -6.773 eV
Energy ... -17280.596 eV


DFT (ωB97M-V with the def2-TZVPD basis set) results for 9 unconnected molecules or ions with the total composition FH16O8.

Geometry as XYZ:
```
25
Properties=species:S:1:pos:R:3
O 0.45 2.78 0.66
H 0.55 -3.02 0.82
O -2.39 1.28 1.27
H 0.72 -0.84 -1.41
H 1.25 2.86 0.17
O 0.51 1.04 -2.28
O -2.24 -1.13 -0.93
O 2.52 0.42 0.58
H -1.52 -0.58 -0.60
H 1.62 0.26 0.28
H -3.20 0.78 1.06
H -0.36 -1.93 0.40
O -0.38 -2.77 0.84
H 0.13 0.76 -1.42
H -1.70 0.73 0.94
H -2.69 -0.52 -1.55
O 1.01 -1.67 -1.81
H 0.24 -0.10 1.57
H 0.08 1.89 0.57
H 2.89 0.61 -0.26
H 0.42 0.51 3.00
O 0.48 -0.32 2.48
H 1.45 1.08 -2.29
F -0.09 0.06 0.07
H 0.23 -2.18 -2.15
```

Computed properties:
Energy relative to the best compared isomer or geometry (same formula, charge and spin) ... 143.8 kJ/mol
Total charge ... -1
Highest occupied orbital energy ... -6.886 eV
Energy ... -19360.220 eV


DFT (ωB97M-V with the def2-TZVPD basis set) results for a molecular structure, FH2IP2.

Geometry as XYZ:
```
6
Properties=species:S:1:pos:R:3
H 0.07 -1.09 1.32
P -0.33 -0.14 0.31
P 0.51 -0.30 -1.59
F -1.64 -0.99 0.03
H -0.76 1.05 1.03
I 2.15 1.47 -1.09
```

Computed properties:
Energy relative to the best compared isomer or geometry (same formula, charge and spin) ... 93.6 kJ/mol
Total charge ... 0
Highest occupied orbital energy ... -7.843 eV
Energy ... -29427.581 eV


DFT (ωB97M-V with the def2-TZVPD basis set) results for 2 unconnected molecules or ions with the total composition FH3OP2.

Geometry as XYZ:
```
7
Properties=species:S:1:pos:R:3
P -0.80 -0.29 -0.10
H 1.54 -1.23 2.04
H -1.49 -0.66 -1.29
F -0.43 -3.07 0.30
H 0.06 1.69 -0.60
P 0.60 -1.91 -0.23
O 0.25 0.77 -0.82
```

Computed properties:
Energy relative to the best compared isomer or geometry (same formula, charge and spin) ... 336.1 kJ/mol
Total charge ... 0
Highest occupied orbital energy (alpha / beta) ... -9.259 / -8.453 eV
Energy ... -23388.280 eV